# C28H29Cl48FInSSi

A structure of composition C28H29Cl48FInSSi in a non-equilibrium geometry (ωB97M-V with the def2-TZVPD basis set, the OMol25 dataset).

```
109
Properties=species:S:1:pos:R:3:lowdin_charge:R:1
C -3.749 -1.725 8.519 -0.203
Si -4.500 -0.443 7.291 0.615
C -4.161 1.294 8.080 -0.181
C -3.751 -0.550 5.539 -0.260
C -2.313 -1.212 5.554 -0.277
C -1.793 -1.640 4.139 -0.216
C -1.627 -0.456 3.109 -0.195
C -0.210 -0.630 2.402 -0.197
C -0.167 -0.050 0.937 -0.245
C 1.294 0.522 0.683 -0.321
C 1.293 2.128 0.699 -0.293
In 0.979 3.005 -1.370 0.436
F 0.445 5.012 -1.093 -0.589
S -0.840 1.750 -2.569 0.141
C -6.412 -0.631 7.319 -0.247
C -6.968 -1.204 8.551 -0.094
C -8.388 -1.381 8.758 -0.119
C -9.277 -0.970 7.679 -0.168
C -8.730 -0.405 6.454 -0.075
C -7.295 -0.228 6.244 -0.077
H -2.644 -1.751 8.321 0.028
H -3.950 -1.343 9.547 0.027
H -4.183 -2.747 8.361 0.043
H -3.612 1.163 9.043 0.028
H -5.148 1.765 8.343 0.036
H -3.656 1.976 7.342 -0.029
H -4.435 -0.993 4.770 0.083
H -3.582 0.535 5.195 0.050
H -1.576 -0.562 6.103 0.117
H -2.368 -2.154 6.171 0.086
H -0.765 -2.074 4.300 0.102
H -2.419 -2.488 3.764 0.114
H -2.372 -0.641 2.288 0.058
H -1.748 0.559 3.547 0.080
H 0.600 -0.185 3.026 0.110
H -0.025 -1.736 2.314 0.102
H -0.319 -0.851 0.163 -0.014
H -0.951 0.728 0.787 0.071
H 1.696 0.231 -0.319 -0.022
H 2.031 0.176 1.449 0.092
H 0.414 2.444 1.321 0.023
H 2.237 2.524 1.143 0.020
H 2.452 2.914 -2.346 -0.145
H -2.008 2.336 -2.147 -0.358
H -6.286 -1.496 9.382 0.085
H -8.728 -1.805 9.725 0.067
H -10.397 -1.077 7.847 -0.046
H -9.480 -0.097 5.690 0.095
H -6.888 0.229 5.320 0.099
C 5.033 0.683 -2.858 -1.980
Cl 3.286 0.671 -2.603 0.512
Cl 5.763 -0.693 -2.006 0.465
Cl 5.374 0.556 -4.594 0.505
Cl 5.719 2.192 -2.229 0.494
C 6.083 -4.795 -1.183 -2.035
Cl 4.337 -4.739 -0.905 0.507
Cl 6.779 -6.196 -0.347 0.514
Cl 6.406 -4.922 -2.921 0.522
Cl 6.806 -3.307 -0.555 0.490
C 5.069 4.326 -5.924 -2.002
Cl 4.683 6.053 -5.835 0.532
Cl 6.689 4.048 -5.259 0.508
Cl 3.881 3.406 -4.995 0.516
Cl 5.032 3.800 -7.622 0.462
C -4.712 1.878 -0.504 -2.025
Cl -3.836 0.779 0.572 0.552
Cl -4.904 1.119 -2.093 0.524
Cl -6.312 2.226 0.183 0.499
Cl -3.803 3.385 -0.675 0.555
C 7.531 4.459 -11.314 -2.010
Cl 7.901 6.190 -11.230 0.526
Cl 9.028 3.525 -11.132 0.513
Cl 6.407 4.033 -10.012 0.475
Cl 6.795 4.089 -12.883 0.476
C 8.143 2.647 -16.366 -2.023
Cl 8.142 0.931 -16.806 0.495
Cl 6.473 3.237 -16.282 0.515
Cl 8.921 2.850 -14.789 0.487
Cl 9.035 3.570 -17.589 0.522
C -12.835 -1.984 10.171 -1.992
Cl -12.533 -2.068 11.917 0.518
Cl -11.299 -1.740 9.313 0.653
Cl -13.583 -3.496 9.627 0.522
Cl -13.924 -0.630 9.826 0.526
C 0.138 -3.263 -1.430 -1.976
Cl 0.960 -4.417 -0.358 0.497
Cl -0.117 -4.014 -3.015 0.492
Cl -1.426 -2.818 -0.728 0.567
Cl 1.136 -1.815 -1.613 0.587
C -2.255 -7.111 -4.149 -2.038
Cl -2.345 -8.821 -4.610 0.510
Cl -3.892 -6.441 -4.048 0.520
Cl -1.460 -6.965 -2.575 0.499
Cl -1.327 -6.221 -5.368 0.508
C 9.649 -2.982 -15.871 -2.042
Cl 9.836 -1.363 -15.181 0.496
Cl 9.786 -4.194 -14.586 0.520
Cl 8.057 -3.114 -16.640 0.513
Cl 10.913 -3.259 -17.082 0.514
C -2.086 4.719 5.637 -2.033
Cl -3.080 4.927 7.088 0.519
Cl -0.422 5.215 5.982 0.523
Cl -2.104 3.014 5.149 0.539
Cl -2.740 5.714 4.327 0.531
C 9.148 1.859 0.260 -2.033
Cl 9.630 1.761 1.963 0.513
Cl 10.583 2.139 -0.744 0.512
Cl 8.376 0.341 -0.224 0.494
Cl 8.006 3.195 0.046 0.512
```

Calculated values
HOMO energy in eV: -4.98
Energy in Ha: -24151.0450
Charge: -1
Gap between HOMO and LUMO in eV: 6.00

# C28H29Cl4N2O4RuSi

A structure of composition C28H29Cl4N2O4RuSi in a non-equilibrium geometry (ωB97M-V with the def2-TZVPD basis set, the OMol25 dataset).

```
69
Properties=species:S:1:pos:R:3:lowdin_charge:R:1
Ru 0.471 -1.765 0.596 0.937
Cl 4.792 -7.021 -1.326 0.699
C 4.068 -5.521 -0.856 -0.669
C 2.721 -5.477 -0.557 -0.117
C 2.195 -4.255 -0.181 -0.503
Cl 0.473 -4.135 0.194 0.801
C 2.918 -3.080 -0.074 -0.450
O 2.388 -1.928 0.308 -0.290
C 4.279 -3.176 -0.403 -0.585
Cl 5.243 -1.743 -0.316 0.726
C 4.848 -4.372 -0.786 -0.113
H 2.104 -6.362 -0.615 0.116
H 5.899 -4.411 -1.034 0.114
C 1.040 0.956 1.150 -0.118
Si -0.531 1.263 0.210 0.545
C -1.853 0.023 0.629 -0.136
C -1.136 2.987 0.343 -0.240
C -0.297 4.052 -0.002 -0.096
C -0.724 5.362 0.134 -0.074
C -1.996 5.627 0.625 -0.062
C -2.842 4.584 0.970 -0.070
C -2.414 3.272 0.829 -0.083
H 1.803 1.648 0.790 0.070
H 1.510 -0.036 1.023 -0.015
H 0.884 1.125 2.216 0.059
H -2.742 0.185 0.015 0.066
H -2.143 0.075 1.679 0.059
H -1.544 -1.005 0.396 -0.010
H 0.695 3.859 -0.397 0.109
H -0.069 6.177 -0.146 0.112
H -2.328 6.651 0.739 0.113
H -3.835 4.792 1.345 0.112
H -3.094 2.469 1.089 0.099
C 2.296 -1.419 5.748 -0.003
C 1.313 -1.791 4.693 -0.276
C 0.052 -2.339 4.771 0.035
C -0.391 -2.501 3.448 -0.314
N 0.547 -2.054 2.613 -0.102
N 1.571 -1.629 3.382 0.068
C -1.681 -3.076 2.970 -0.029
H 1.825 -1.473 6.726 0.089
H 2.669 -0.405 5.601 0.088
H 3.149 -2.099 5.744 0.093
H -0.479 -2.600 5.670 0.124
H 2.429 -1.328 2.945 0.166
H -1.724 -4.144 3.186 0.093
H -1.803 -2.944 1.896 0.040
H -2.524 -2.602 3.473 0.092
C -2.381 0.033 -4.320 -0.019
C -2.107 1.442 -3.857 -0.188
C -3.187 2.257 -3.522 -0.063
C -3.011 3.581 -3.167 -0.662
Cl -4.391 4.547 -2.748 0.677
C -1.747 4.145 -3.159 -0.098
C -0.663 3.347 -3.471 0.001
C -0.834 2.010 -3.795 -0.239
O 0.347 1.336 -4.065 -0.010
C 0.592 0.080 -3.502 -0.081
C 0.249 -0.046 -2.042 -0.459
O 0.243 -1.152 -1.511 -0.031
O -0.053 1.063 -1.428 -0.005
H -3.453 -0.111 -4.442 0.084
H -2.033 -0.730 -3.620 0.075
H -1.910 -0.161 -5.285 0.098
H -4.189 1.848 -3.555 0.114
H -1.616 5.187 -2.900 0.110
H 0.343 3.746 -3.458 0.132
H 1.669 -0.095 -3.579 0.161
H 0.099 -0.741 -4.025 0.133
```

Calculated values
HOMO energy in eV: -10.62
Energy in Ha: -3719.8564
Charge: +1
Gap between HOMO and LUMO in eV: 7.28

# C28H29ClF9NO22

A cluster of 7 separate species, C28H29ClF9NO22 in total in a non-equilibrium geometry (ωB97M-V with the def2-TZVPD basis set, the OMol25 dataset).

```
90
Properties=species:S:1:pos:R:3:lowdin_charge:R:1
C 5.693 -2.430 1.753 0.009
C 4.269 -1.952 1.736 -0.460
O 3.540 -2.081 2.681 0.119
N 3.846 -1.265 0.527 -0.069
C 3.226 0.049 0.833 -0.007
C 3.054 -2.098 -0.356 -0.408
C 2.099 -3.120 0.321 -0.058
C 0.828 -3.460 -0.470 -0.075
C -0.314 -2.540 -0.211 -0.185
F -1.501 -2.964 -0.718 0.063
C -0.321 -1.345 0.388 -0.299
F 0.243 -1.045 1.541 0.138
F -0.973 -0.296 -0.082 0.149
O 2.360 -1.364 -1.347 0.095
C 2.647 -1.766 -2.606 -0.561
O 2.241 -1.253 -3.583 0.215
O 3.385 -2.909 -2.548 0.019
C 4.039 -2.934 -1.301 -0.527
Cl 5.591 -2.094 -1.586 0.765
H 6.334 -1.575 1.527 0.095
H 5.879 -3.201 1.006 0.069
H 5.924 -2.792 2.753 0.091
H 3.134 0.175 1.913 0.092
H 2.229 0.149 0.415 0.079
H 3.885 0.840 0.476 0.094
H 2.656 -4.020 0.582 0.134
H 1.799 -2.694 1.278 0.105
H 0.984 -3.510 -1.553 0.135
H 0.528 -4.474 -0.182 0.132
H 4.202 -3.954 -0.970 0.128
O -0.273 -5.578 5.398 0.190
C -0.643 -4.491 5.119 -0.547
O -0.192 -3.764 4.064 0.068
C -0.978 -2.574 3.973 -0.059
C -1.504 -2.435 5.385 -0.311
F -2.737 -1.880 5.420 0.082
O -1.583 -3.783 5.808 0.135
H -1.793 -2.728 3.263 0.140
H -0.372 -1.734 3.653 0.123
H -0.849 -1.884 6.062 0.175
O -1.432 5.391 0.580 0.174
C -1.744 4.560 -0.206 -0.542
O -3.005 4.346 -0.644 0.078
C -2.952 3.367 -1.688 -0.047
C -1.657 2.649 -1.374 -0.313
F -1.034 2.204 -2.487 0.088
O -0.883 3.681 -0.784 0.142
H -2.920 3.865 -2.657 0.132
H -3.819 2.712 -1.651 0.141
H -1.753 1.824 -0.669 0.152
O 0.500 10.852 3.487 0.181
C 0.204 10.004 2.718 -0.553
O -1.053 9.761 2.274 0.070
C -0.983 8.760 1.253 -0.055
C 0.323 8.072 1.581 -0.325
F 0.954 7.619 0.473 0.076
O 1.080 9.123 2.155 0.129
H -0.939 9.238 0.273 0.145
H -1.840 8.096 1.297 0.131
H 0.232 7.255 2.297 0.171
O 8.991 -4.347 -1.179 0.180
C 8.483 -4.679 -2.194 -0.561
O 9.001 -4.468 -3.425 0.075
C 8.167 -5.130 -4.380 -0.048
C 6.857 -5.223 -3.631 -0.324
F 6.159 -6.337 -3.960 0.075
O 7.280 -5.325 -2.282 0.112
H 8.569 -6.121 -4.599 0.145
H 8.101 -4.554 -5.299 0.141
H 6.213 -4.349 -3.742 0.156
O -6.867 -1.300 2.261 0.190
C -6.264 -2.043 1.568 -0.547
O -4.917 -2.021 1.387 0.063
C -4.554 -3.153 0.593 -0.056
C -5.851 -3.467 -0.119 -0.315
F -6.001 -4.791 -0.352 0.080
O -6.818 -3.042 0.821 0.134
H -4.253 -3.977 1.243 0.147
H -3.738 -2.906 -0.079 0.118
H -5.999 -2.925 -1.055 0.174
O -4.687 4.888 -4.110 0.174
C -5.730 4.946 -3.549 -0.552
O -5.996 5.755 -2.499 0.074
C -7.389 5.643 -2.191 -0.045
C -7.731 4.291 -2.781 -0.316
F -8.998 4.239 -3.250 0.082
O -6.824 4.199 -3.866 0.135
H -7.939 6.440 -2.692 0.146
H -7.553 5.705 -1.119 0.141
H -7.570 3.447 -2.108 0.173
```

Calculated values
HOMO energy in eV: -9.95
Energy in Ha: -4153.3932
SMILES string: CC(=O)N(C)[C@@]1(CCC(F)=C(F)F)OC(=O)O[C@H]1Cl.O=C1OC[C@@H](F)O1.O=C1OC[C@@H](F)O1.O=C1OC[C@@H](F)O1.O=C1OC[C@@H](F)O1.O=C1OC[C@@H](F)O1.O=C1OC[C@@H](F)O1
Gap between HOMO and LUMO in eV: 9.71

# C28H29CrN7O6P2S

A structure of composition C28H29CrN7O6P2S (ωB97M-V with the def2-TZVPD basis set, the OMol25 dataset).

```
74
Properties=species:S:1:pos:R:3:lowdin_charge:R:1
Cr 0.672 0.309 -0.359 0.669
N 0.316 3.929 2.010 0.172
C -0.216 2.536 2.324 -0.469
C -0.960 2.617 3.654 -0.072
P 1.225 1.394 2.475 0.362
O 2.317 2.441 3.056 -0.126
O 0.970 0.293 3.412 -0.256
O 1.702 1.115 1.049 -0.368
P -1.441 2.315 0.918 0.350
O -2.505 1.275 1.483 -0.093
O -1.999 3.686 0.796 -0.274
O -0.739 1.747 -0.297 -0.373
H 1.060 3.907 1.307 0.134
H 0.679 4.385 2.846 0.158
H -0.507 4.422 1.602 0.126
H -0.290 2.936 4.457 0.092
H -1.339 1.633 3.915 0.088
H -1.802 3.309 3.584 0.096
H 2.683 2.113 3.885 0.091
H -2.195 0.365 1.344 0.057
N 0.260 -1.909 -3.826 0.152
C -0.470 -0.872 -4.361 -0.048
C -0.479 0.108 -3.418 -0.075
N 0.226 -0.320 -2.328 0.035
C 0.669 -1.531 -2.600 -0.247
C 1.525 -2.157 -1.614 -0.250
N 1.870 -1.424 -0.571 0.025
C 2.654 -2.211 0.228 -0.062
C 2.793 -3.436 -0.353 -0.038
N 2.069 -3.387 -1.523 0.141
H 0.438 -2.789 -4.280 0.169
H -0.914 -0.933 -5.338 0.127
H -0.950 1.076 -3.440 0.132
H 3.052 -1.847 1.160 0.128
H 3.325 -4.319 -0.049 0.124
H 1.941 -4.155 -2.160 0.168
N -0.477 -0.836 0.393 0.047
C -1.271 -1.811 0.539 -0.267
C -1.897 -2.438 -0.670 -0.183
C -1.830 -3.820 -0.849 -0.037
C -2.368 -4.400 -1.988 -0.075
C -3.001 -3.609 -2.939 -0.084
C -3.088 -2.237 -2.752 -0.078
C -2.531 -1.649 -1.624 -0.033
C -1.568 -2.387 1.881 -0.177
C -2.815 -2.963 2.132 -0.030
C -3.105 -3.465 3.391 -0.069
C -2.149 -3.404 4.397 -0.073
C -0.909 -2.833 4.149 -0.060
C -0.616 -2.321 2.894 -0.029
H -1.362 -4.433 -0.088 0.123
H -2.318 -5.474 -2.123 0.106
H -3.445 -4.065 -3.815 0.106
H -3.603 -1.622 -3.480 0.111
H -2.599 -0.580 -1.465 0.120
H -3.558 -3.007 1.346 0.119
H -4.075 -3.900 3.587 0.107
H -2.376 -3.799 5.379 0.107
H -0.169 -2.774 4.937 0.110
H 0.331 -1.836 2.705 0.084
S 4.443 2.206 -2.343 1.116
C 3.196 1.117 -1.892 -0.434
N 2.073 1.639 -1.521 -0.020
C 2.131 3.030 -1.602 -0.276
C 1.087 3.925 -1.346 -0.023
C 1.331 5.279 -1.473 -0.065
C 2.588 5.762 -1.860 -0.070
C 3.615 4.892 -2.152 -0.074
C 3.371 3.526 -2.023 -0.456
H 3.370 0.051 -1.891 0.079
H 0.103 3.554 -1.098 0.087
H 0.524 5.978 -1.293 0.113
H 2.747 6.828 -1.952 0.111
H 4.581 5.256 -2.477 0.115
```

Calculated values
Spin multiplicity: 2
HOMO energy (spin up / spin down) in eV: -10.56 / -10.05
Expectation value of S²: 0.8356
Energy in Ha: -4044.6545
Charge: +1
Gap between HOMO and LUMO (spin up / spin down) in eV: 7.94 / 7.61